22
Properties=species:S:1:pos:R:3 method="wB97M-V/def2-TZVPD" homo_ha=-0.5092 total_charge=+1 total_energy_ha=-308.7263 max_force_ev_per_a=4.97
C -1.6304 -0.8706 1.5192
C 0.5358 0.4754 1.3428
C 0.4260 -0.4701 -1.5188
C -1.5833 -1.4499 -1.0783
C -0.5183 -0.3477 0.7069
N 2.2157 2.3787 -0.2201
N -0.4470 -0.7741 -0.4566
H -2.0187 -1.8285 1.2389
H -1.2033 -0.8997 2.4984
H -2.5025 -0.2718 1.4715
H 0.9712 1.0658 0.5687
H 0.1437 1.2254 2.0476
H 1.3092 0.0690 1.9210
H 1.1064 -1.2277 -1.7080
H -0.1721 -0.1625 -2.3647
H 1.0311 0.4118 -1.1325
H -2.0780 -2.0198 -0.3850
H -2.2190 -0.8809 -1.6801
H -1.1234 -2.0687 -1.8433
H 2.9881 1.6991 -0.3844
H 2.5328 3.0335 0.5507
H 2.2361 2.9133 -1.0938

55
Properties=species:S:1:pos:R:3 method="wB97M-V/def2-TZVPD" homo_ha=-0.3087 total_energy_ha=-1742.0557 max_force_ev_per_a=0.61 smiles="O=C(Cc1ccc(Cl)cc1)Nc1ccccc1N1CCN(C(=O)c2ccccc2)CC1"
O -2.8335 -3.1381 -1.5319
C -2.0563 -2.2130 -1.5662
C -0.7173 -2.2863 -2.3068
C 0.3393 -2.5484 -1.2719
C 0.5192 -3.8342 -0.7724
C 1.4488 -4.0876 0.2184
C 2.2053 -3.0408 0.7216
Cl 3.3776 -3.3391 1.9573
C 2.0372 -1.7525 0.2441
C 1.1035 -1.5128 -0.7487
N -2.2151 -1.0286 -0.9235
C -3.2472 -0.6154 -0.0796
C -4.4407 -1.3090 0.0674
C -5.4350 -0.8068 0.8885
C -5.2516 0.3882 1.5604
C -4.0583 1.0784 1.4284
C -3.0455 0.5860 0.6198
N -1.8017 1.2526 0.4363
C -0.7481 0.7858 1.3297
C 0.4789 1.7186 1.2540
N 0.5573 2.3848 -0.0209
C 1.5653 2.3080 -0.9277
O 1.4375 2.7651 -2.0517
C 2.8532 1.6787 -0.5085
C 3.4751 0.7981 -1.3887
C 4.6993 0.2392 -1.0716
C 5.3281 0.5762 0.1157
C 4.7386 1.4905 0.9733
C 3.5082 2.0438 0.6643
C -0.6176 3.1575 -0.3991
C -1.8411 2.7005 0.3919
H -0.7716 -3.1108 -3.0171
H -0.5241 -1.3551 -2.8394
H -0.0808 -4.6420 -1.1626
H 1.5876 -5.0871 0.5990
H 2.6393 -0.9501 0.6398
H 0.9880 -0.5084 -1.1294
H -1.4975 -0.3199 -1.0248
H -4.5818 -2.2330 -0.4676
H -6.3608 -1.3509 0.9952
H -6.0313 0.7834 2.1938
H -3.9135 2.0056 1.9630
H -0.4713 -0.2327 1.0407
H -1.0945 0.7515 2.3761
H 0.4125 2.4756 2.0457
H 1.3792 1.1293 1.4204
H 2.9891 0.5591 -2.3225
H 5.1652 -0.4563 -1.7532
H 6.2831 0.1393 0.3663
H 5.2402 1.7771 1.8859
H 3.0697 2.7796 1.3230
H -0.4270 4.2247 -0.2319
H -0.7749 3.0087 -1.4710
H -2.7469 3.0175 -0.1268
H -1.8413 3.1556 1.3952

13
Properties=species:S:1:pos:R:3 method="wB97M-V/def2-TZVPD" homo_ha=-0.3141 total_energy_ha=-228.4090 max_force_ev_per_a=5.86
C 0.0868 -0.5558 -0.3268
C 0.6931 -1.9289 1.2406
C -0.1549 1.8842 -0.5326
N -1.2611 -0.3281 -0.4326
N -0.4719 0.6867 0.1413
H 0.8655 -0.4833 -1.1325
H -0.0976 -2.5727 1.5734
H 0.8122 -1.0764 2.0845
H 1.6005 -2.1933 0.6681
H 0.6146 2.3232 0.0625
H 0.1100 2.0280 -1.6332
H -1.0591 2.4362 -0.3577
H -1.7381 -0.2200 -1.3550

24
Properties=species:S:1:pos:R:3 method="wB97M-V/def2-TZVPD" homo_ha=-0.3782 total_energy_ha=-611.4814 max_force_ev_per_a=3.36 smiles=O.O.O.O.O.O.O.O
O -2.5898 -1.7752 -0.8410
H -2.3243 -2.6966 -0.7547
H -1.8043 -1.3135 -0.5184
O -0.2449 -0.8111 0.0679
H -0.3067 0.1540 0.1792
H 0.0029 -1.2219 0.8920
O -0.1280 1.7677 0.9427
H -0.9182 2.2298 0.6244
H 0.5719 2.4272 0.7523
O -0.9185 -1.1708 2.8499
H -1.0837 -0.2657 2.9654
H -0.0078 -1.2279 2.8988
O 2.1897 0.8972 -1.4003
H 1.3436 1.2354 -1.7722
H 2.0201 0.0476 -0.9586
O 0.0360 -1.0616 -2.7694
H 0.0935 -0.9333 -1.8373
H 0.9144 -1.1891 -3.1394
O -0.1108 1.9075 -2.3066
H -0.1865 2.7604 -1.8483
H -1.0203 1.5796 -2.2361
O 1.5917 -0.7365 2.4535
H 0.8664 -0.0901 2.4477
H 2.0135 -0.5132 3.3084